Entry 1:
This record from OMol25 describes the molecule C4H6O2 at a distorted geometry. The level of theory is ωB97M-V with the def2-TZVPD basis set.

For the frontier orbital gap, the calculation gives 0.3848 Ha. Its HOMO energy is -9.636 eV. As for the SMILES: O=CC[C@H]1CO1. The value obtained for the energy relative to the best compared isomer or geometry (same formula, charge and spin) is 425.0 kJ/mol.

The geometry in XYZ format:
```
12
Properties=species:S:1:pos:R:3:nbo_charge:R:1
O 2.55 -0.87 -0.35 -0.51
O -0.76 -1.08 0.29 -0.54
C 1.77 -0.26 0.41 0.45
C -0.54 0.35 0.35 0.05
C 0.79 0.78 -0.32 -0.57
C -1.78 -0.42 -0.47 -0.10
H 1.56 -0.25 1.45 0.13
H -1.84 -0.57 -1.53 0.21
H 1.03 1.95 -0.37 0.26
H 0.71 0.15 -1.20 0.24
H -2.77 -0.39 0.25 0.19
H -0.70 0.60 1.49 0.19
```

Entry 2:
This record from OMol25 describes a cluster of 4 separate species, C4H15NO3 in total at a distorted geometry. The level of theory is ωB97M-V with the def2-TZVPD basis set.

For the frontier orbital gap, the calculation gives 0.3086 Ha. Its HOMO energy is -7.856 eV. As for the SMILES: CC(C)=CN.O.O.O. The value obtained for the energy relative to the best compared isomer or geometry (same formula, charge and spin) is 112.4 kJ/mol.

The geometry in XYZ format:
```
23
Properties=species:S:1:pos:R:3:nbo_charge:R:1
O 0.03 0.96 2.45 -0.95
O -2.58 0.70 -1.56 -0.94
O -2.37 -0.02 2.25 -0.95
N 0.27 1.35 -0.62 -0.84
C 1.24 -1.17 0.60 -0.65
C 1.35 -0.81 -0.87 -0.09
C 2.35 -1.64 -1.66 -0.62
C 0.78 0.28 -1.39 -0.02
H 0.78 0.48 -2.46 0.18
H 3.06 -1.96 -0.91 0.21
H 1.85 -2.49 -2.14 0.21
H -1.50 -0.02 1.83 0.48
H 2.90 -1.13 -2.45 0.21
H -2.01 0.24 -2.19 0.47
H 0.23 -1.08 0.97 0.21
H -2.87 0.68 1.81 0.46
H 1.54 -2.21 0.67 0.22
H -0.26 2.00 -1.18 0.38
H -0.32 1.76 2.88 0.48
H 1.99 -0.71 1.25 0.21
H 0.85 1.26 2.06 0.48
H -0.21 0.97 0.19 0.38
H -2.84 -0.05 -0.99 0.47
```

Entry 3:
This record from OMol25 describes the molecule C7H21NSi2 at a distorted geometry. The level of theory is ωB97M-V with the def2-TZVPD basis set.

For the frontier orbital gap, the calculation gives 0.3453 Ha. Its HOMO energy is -8.589 eV. As for the SMILES: CC[Si](N)(CC)[Si](C)(C)C. The value obtained for the energy relative to the best compared isomer or geometry (same formula, charge and spin) is 210.7 kJ/mol.

The geometry in XYZ format:
```
31
Properties=species:S:1:pos:R:3:nbo_charge:R:1
Si -0.73 -0.99 -0.82 1.15
Si 0.33 0.51 0.61 1.32
N 0.18 -0.11 2.19 -1.31
C 2.08 0.77 -0.14 -0.88
C -0.97 2.84 2.06 -0.61
C -0.82 -2.55 0.21 -1.12
C -2.40 -0.20 -1.39 -1.09
C -0.60 2.46 0.59 -0.79
C 0.41 -1.59 -2.18 -1.11
C 2.95 -0.47 -0.05 -0.60
H -0.81 -0.36 2.23 0.39
H 2.07 1.22 -1.10 0.24
H 0.43 -1.15 -3.19 0.24
H -1.81 -2.76 0.73 0.24
H 0.18 -2.67 -2.19 0.23
H -0.56 -3.45 -0.32 0.23
H 0.19 3.22 0.35 0.20
H 2.26 -1.45 -0.05 0.19
H -3.16 -0.89 -0.91 0.24
H -0.18 2.52 2.85 0.18
H -0.05 -2.37 0.98 0.25
H -1.30 3.87 2.18 0.21
H -2.62 0.86 -1.14 0.25
H 3.65 -0.42 0.77 0.21
H -2.41 -0.23 -2.52 0.24
H 0.43 0.54 3.03 0.40
H 2.63 1.43 0.48 0.23
H 1.50 -1.55 -1.90 0.25
H -1.51 2.63 -0.08 0.21
H 3.59 -0.60 -1.02 0.21
H -1.86 2.09 2.29 0.18
```

Entry 4:
This record from OMol25 describes the molecule C4H4N4S at a distorted geometry. The level of theory is ωB97M-V with the def2-TZVPD basis set.

For the frontier orbital gap, the calculation gives 0.3096 Ha. Its HOMO energy is -8.930 eV. The value obtained for the energy relative to the best compared isomer or geometry (same formula, charge and spin) is 346.3 kJ/mol.

The geometry in XYZ format:
```
13
Properties=species:S:1:pos:R:3:nbo_charge:R:1
S 1.51 -0.57 0.90 1.03
N 1.63 1.50 -0.64 -0.33
N 0.51 -1.64 -0.02 -0.62
N 2.66 0.79 -0.78 0.08
N 2.81 -0.28 -0.11 -0.55
C 0.75 1.03 0.26 -0.03
C -0.67 -1.49 -0.22 0.44
C -1.94 -1.37 -0.47 -0.60
C -0.44 1.46 0.66 -0.39
H -0.87 2.33 0.20 0.23
H -2.67 -1.84 0.15 0.25
H -0.99 0.97 1.44 0.22
H -2.28 -0.87 -1.36 0.26
```

Entry 5:
This record from OMol25 describes the molecule C5H7ClS2 at a distorted geometry. The level of theory is ωB97M-V with the def2-TZVPD basis set.

For the frontier orbital gap, the calculation gives 0.3009 Ha. Its HOMO energy is -8.717 eV. The value obtained for the energy relative to the best compared isomer or geometry (same formula, charge and spin) is 112.8 kJ/mol.

The geometry in XYZ format:
```
15
Properties=species:S:1:pos:R:3:nbo_charge:R:1
Cl 0.72 1.78 1.83 -0.02
S -0.08 0.68 -1.79 0.26
S 1.88 -1.33 0.49 0.05
C 0.26 -1.18 0.33 -0.06
C 0.79 1.87 -0.92 -0.58
C 0.00 1.57 0.27 -0.22
C -0.48 0.12 -0.05 -0.39
C -0.61 -2.38 0.42 -0.70
H -1.68 -2.15 0.62 0.22
H -0.90 2.24 0.27 0.23
H 0.64 2.93 -1.28 0.23
H -0.59 -2.82 -0.63 0.25
H -0.19 -3.08 1.13 0.25
H 1.81 1.61 -0.78 0.24
H -1.57 0.13 0.09 0.23
```

Entry 6:
This record from OMol25 describes a cluster of 6 separate species, C48H80BF10NO14 in total at a distorted geometry. The level of theory is ωB97M-V with the def2-TZVPD basis set.

For the frontier orbital gap, the calculation gives 0.3367 Ha. Its HOMO energy is -8.775 eV. As for the SMILES: C#CC[C@](O[C@@](CCF)(COC(C)=O)B(C)O)(C(F)(F)C(F)(F)F)[C@](CCCOC(C)=O)(COC(F)(F)F)N(CCF)CCOC(=O)CC.C1CCOC1.C1CCOC1.C1CCOC1.C1CCOC1.C1CCOC1.

The geometry in XYZ format:
```
154
Properties=species:S:1:pos:R:3:mulliken_charge:R:1
F 5.62 -4.17 -2.53 -0.46
F 1.22 -3.14 2.65 -0.50
F 3.85 2.88 -0.06 -0.17
F -3.58 -0.42 -2.46 -0.26
F 3.67 3.43 -2.14 -0.30
F 1.82 1.97 -2.66 -0.37
F -2.31 1.14 -3.30 -0.29
F 1.45 2.20 -0.51 0.05
F -1.95 -0.93 -3.82 -0.25
F 4.71 1.61 -1.59 -0.23
O -5.38 2.39 3.17 -0.43
O 3.68 -1.72 -5.59 -0.31
O 4.34 0.92 -4.42 -0.74
O -4.96 -3.65 -6.68 -0.43
O 1.95 -8.22 1.81 -0.46
O 0.35 -6.13 -3.89 -0.60
O -1.47 2.32 2.23 -0.17
O -1.93 4.24 3.17 -0.51
O 2.02 3.39 3.41 -0.22
O 2.46 -0.39 -2.63 0.42
O 0.45 -4.44 -2.45 -0.12
O -4.69 7.15 4.41 -0.34
O 4.50 -3.39 -6.80 -0.53
O -1.54 -0.26 -1.73 -0.44
N 0.40 -0.27 0.46 2.50
C -0.20 0.25 -1.90 -3.18
C 0.75 -0.47 -0.93 0.44
C 1.71 5.73 3.17 -0.54
C -4.89 3.69 2.82 0.33
C -2.33 -0.11 -2.81 1.10
C 2.49 4.02 4.61 -0.51
C -6.25 -2.34 -5.19 -0.69
C -5.07 8.51 4.56 -0.50
C 3.38 -8.20 1.90 -0.47
C -6.10 4.49 2.35 -0.46
C -0.10 -4.31 -1.11 -0.68
C 2.75 5.48 4.26 -0.64
C 2.28 1.63 -1.42 0.20
C -1.46 3.15 3.30 0.53
C -1.74 1.52 5.26 -1.48
C 6.23 -0.45 -3.52 -1.04
C 2.24 0.04 -1.30 1.19
C 2.57 -6.19 2.85 -0.23
C 3.28 0.17 0.99 -1.81
C -0.60 1.19 2.20 -0.61
C 1.42 -6.96 2.21 0.32
C 3.49 -1.20 -3.22 0.96
C 1.76 -6.45 -2.00 -0.92
C 0.78 -5.70 -2.86 0.57
C 3.54 -2.76 -6.49 0.67
C 4.74 -3.45 -3.35 -0.63
C 3.23 0.75 2.03 -0.96
C -3.26 7.02 4.44 0.07
C 1.72 4.40 2.43 0.16
C 2.18 -2.99 -7.07 -0.95
C -0.46 -2.85 -0.96 -0.46
C -7.22 3.87 3.18 -0.57
C -6.13 -2.83 -6.63 -0.45
C 0.68 -1.15 1.59 -1.38
C 3.78 -6.74 2.09 -0.39
C 3.26 -0.51 -0.30 -0.59
C -2.71 8.44 4.33 -0.58
C 3.67 2.39 -1.28 0.33
C -3.81 9.25 5.01 -0.63
C 4.06 -2.41 -2.46 -0.59
C 0.70 -1.96 -1.43 -0.47
C -6.81 2.41 3.21 -0.55
C -0.72 0.60 0.80 -1.36
C -0.93 2.66 4.62 0.16
C -4.78 -2.26 -4.77 -0.08
C -4.19 -3.47 -5.48 -0.39
C 2.77 -1.74 -4.48 -2.43
C 1.61 -2.36 1.56 -0.07
B 4.70 -0.23 -3.77 1.35
H 1.22 -7.09 -1.30 0.30
H -7.20 1.87 2.34 0.27
H -2.97 6.56 5.39 0.15
H 2.49 4.37 1.65 0.08
H 3.30 -2.94 -1.88 -0.38
H -6.77 -3.08 -4.58 0.29
H 1.95 6.56 2.52 0.45
H -3.70 9.19 6.10 0.26
H 2.39 -5.77 -1.44 0.14
H -0.23 1.33 -1.76 0.54
H -4.29 -4.37 -4.87 0.26
H -3.82 10.31 4.73 0.34
H 3.11 -1.58 -0.20 0.83
H -1.68 0.08 0.74 0.12
H 1.05 -6.44 1.32 -0.43
H -6.98 -3.43 -6.95 0.31
H -2.94 6.37 3.63 0.02
H 2.37 -2.74 -4.31 0.71
H -0.26 -1.53 2.01 1.05
H 3.06 1.31 2.93 0.50
H -5.42 8.89 3.60 0.29
H 1.62 -2.49 -1.21 -0.43
H 3.69 -8.81 2.76 0.30
H -4.45 4.14 3.71 -0.06
H 4.72 -6.62 2.62 0.37
H -8.21 4.02 2.76 0.38
H -4.63 -2.28 -3.70 0.29
H -0.84 -2.61 0.03 0.24
H -5.88 8.58 5.28 0.30
H 0.64 -1.94 -2.51 0.71
H 3.76 5.59 3.85 0.28
H 0.43 1.49 2.44 0.42
H 0.58 -7.12 2.89 0.34
H -5.98 5.56 2.51 0.24
H -6.28 4.31 1.28 0.30
H 0.65 -4.65 -0.38 -0.10
H -1.73 8.55 4.79 0.36
H 5.32 -3.02 -4.16 0.33
H 0.13 0.07 -2.92 1.39
H 2.45 -5.11 2.77 0.02
H -1.44 0.54 4.89 0.34
H 6.75 0.49 -3.69 0.30
H 0.13 2.41 4.55 -0.22
H -1.54 1.51 6.33 0.45
H 1.12 -0.55 2.39 0.23
H 2.05 -4.06 -7.19 0.33
H -0.99 3.53 5.28 0.64
H -7.14 1.89 4.11 0.27
H 1.91 -1.10 -4.69 0.69
H 0.76 4.16 1.97 0.02
H 4.04 -4.17 -3.77 0.30
H -4.33 -1.34 -5.16 0.09
H -7.21 4.29 4.19 0.24
H -1.29 -2.71 -1.65 0.35
H 3.80 -8.64 1.00 0.30
H 6.66 -1.20 -4.19 0.38
H -0.81 1.45 0.14 0.50
H 3.42 0.93 -4.70 0.30
H -3.14 -3.34 -5.75 0.20
H -2.81 1.65 5.10 0.27
H 0.73 5.91 3.61 0.06
H -0.92 0.47 2.95 0.14
H 4.25 -0.43 -0.75 1.11
H 3.37 3.50 4.97 0.29
H 2.65 6.14 5.12 0.37
H 2.13 -2.53 -8.05 0.29
H -6.00 -2.00 -7.33 0.25
H 2.66 -6.45 3.91 0.31
H 3.86 -6.25 1.12 0.09
H -2.63 8.73 3.28 0.31
H 1.70 3.94 5.38 0.28
H 6.44 -0.74 -2.49 0.32
H 1.37 -2.62 -6.44 0.26
H -4.12 3.59 2.06 0.05
H -6.78 -1.39 -5.12 0.35
H 2.37 -7.07 -2.65 0.39
H 1.62 -3.00 0.68 -0.23
H 4.82 -2.11 -1.75 0.60
H -0.99 -4.94 -1.06 0.67
H 2.64 -2.05 1.76 0.37
```

Entry 7:
This record from OMol25 describes a structure of composition C23H45N2NiOP2 at a distorted geometry. The level of theory is ωB97M-V with the def2-TZVPD basis set.

As for the expectation value of S²: 2.015. As for the spin multiplicity: 3. Its net charge is +1. For the frontier orbital gap (spin up / spin down), the calculation gives 0.2647 / 0.2817 Ha. Its HOMO energy (spin up / spin down) is -9.863 / -11.230 eV. The value obtained for the energy relative to the best compared isomer or geometry (same formula, charge and spin) is 9.9 kJ/mol.

The geometry in XYZ format:
```
74
Properties=species:S:1:pos:R:3:mulliken_spin:R:1
Ni 0.41 -0.09 -0.87 1.43
P -0.87 1.55 -1.71 0.00
P 1.54 -1.91 -0.21 0.01
O 2.18 1.78 0.60 -0.01
N -0.78 -1.40 -1.99 0.18
N -1.61 -0.50 1.38 0.06
C -1.70 -0.02 2.71 0.00
C 1.93 -3.81 1.88 0.01
C -0.80 -2.77 -1.52 -0.01
C -0.82 1.36 4.51 0.00
C 1.49 1.04 0.01 0.02
C 1.96 -1.36 2.56 0.00
C -1.24 3.25 0.55 0.00
C -2.75 -0.43 3.55 0.00
C -2.06 0.57 -2.76 0.01
C -1.87 0.95 5.34 0.00
C -1.04 3.33 -3.94 0.00
C -0.73 0.88 3.20 0.00
C -2.83 0.05 4.86 0.00
C 4.30 -1.34 0.16 0.00
C 0.65 3.92 -2.13 0.00
C -2.10 -0.90 -2.32 -0.01
C 3.30 -2.12 -0.71 0.03
C 0.60 -3.25 -1.10 0.01
C 1.40 -2.40 1.59 0.03
C -0.10 2.79 -2.85 0.02
C -3.03 3.35 -1.25 0.01
C -1.98 2.48 -0.54 0.03
C 3.75 -3.57 -0.93 0.00
H 1.28 3.56 -1.32 0.00
H -1.92 1.33 6.37 0.00
H 3.86 -4.11 0.02 0.00
H 0.31 -2.42 1.73 0.00
H 0.54 -4.17 -0.52 0.00
H -2.59 4.30 -1.60 0.00
H -1.78 4.03 -3.54 0.00
H 0.65 2.17 -3.35 -0.01
H -3.06 1.01 -2.77 0.00
H 3.07 -4.13 -1.57 0.00
H 4.50 -1.85 1.12 0.00
H 0.09 1.19 2.54 0.01
H -1.94 3.47 1.37 0.00
H 1.30 4.42 -2.85 0.00
H -1.67 0.58 -3.79 0.00
H 1.60 -4.56 1.14 0.00
H 3.06 -1.43 2.65 0.00
H -2.36 -0.20 0.76 0.00
H 1.14 -3.47 -2.03 0.00
H 1.54 -4.12 2.86 0.00
H -3.52 2.84 -2.09 0.00
H -0.03 4.68 -1.74 0.00
H -1.56 2.54 -4.48 0.00
H 5.26 -1.28 -0.37 0.00
H -2.83 -1.03 -1.49 0.00
H 1.54 -1.56 3.56 0.00
H -0.41 2.68 0.98 0.00
H 3.97 -0.32 0.37 0.00
H -1.54 -1.52 1.30 0.00
H 1.11 -0.14 -2.33 0.10
H 4.73 -3.56 -1.42 0.00
H 0.43 -0.73 -2.44 0.06
H 3.03 -3.82 1.94 0.00
H -3.81 3.60 -0.51 0.00
H -1.53 -2.92 -0.68 0.00
H 1.70 -0.34 2.29 0.00
H -2.52 1.65 -0.04 0.00
H -3.65 -0.28 5.50 0.00
H -0.06 2.05 4.87 0.00
H -1.21 -3.39 -2.34 0.00
H 3.29 -1.63 -1.70 0.00
H -0.84 4.21 0.19 0.00
H -3.50 -1.13 3.17 0.00
H -2.49 -1.55 -3.13 0.00
H -0.43 3.89 -4.67 0.00
```

Entry 8:
This record from OMol25 describes the molecule C5H6O2. The level of theory is ωB97M-V with the def2-TZVPD basis set.

For the frontier orbital gap, the calculation gives 0.4085 Ha. Its HOMO energy is -10.269 eV. As for the SMILES: C#C[C@@H](C)OC=O. The value obtained for the energy relative to the best compared isomer or geometry (same formula, charge and spin) is 206.1 kJ/mol.

The geometry in XYZ format:
```
13
Properties=species:S:1:pos:R:3:nbo_charge:R:1
O 3.01 -0.57 -0.72 -0.55
O 1.00 -0.87 0.17 -0.50
C -0.27 -0.33 0.60 0.02
C -0.44 1.09 0.26 -0.05
C 1.96 -0.10 -0.39 0.64
C -1.35 -1.22 0.00 -0.61
C -0.45 2.26 -0.04 -0.21
H -0.42 3.28 -0.33 0.25
H -1.44 -1.06 -1.08 0.22
H -1.08 -2.27 0.18 0.23
H 1.67 0.95 -0.52 0.12
H -2.32 -1.03 0.47 0.22
H -0.28 -0.43 1.69 0.21
```